The following is a DFT calculation (wB97M-V/def2-TZVPD) of the molecule CH3O4P.

Summary:
F_max = 3.7 eV/A
HOMO-LUMO gap = 10.43 eV
SMILES = O=COP(O)O
E = -18565.195 eV
net charge = 0
HOMO level = -9.8124 eV

Each line ends with the natural charge from an NBO analysis.
Positions of all 9 atoms, in Å:
1 O -2.88134 -0.05203 -1.55496  -0.5003
2 C -2.14546 -0.60985 -0.83431  0.6603
3 O -0.82919 0.05467 -0.53790  -0.8733
4 P 0.45478 -0.52492 0.38797  1.5666
5 O 1.39626 -1.18924 -0.66452  -0.9819
6 O 1.20848 0.88387 0.33670  -1.0555
7 H -2.41802 -1.55676 -0.27110  0.1434
8 H 1.58781 -0.33486 -1.21422  0.5018
9 H 0.95900 1.77985 0.76134  0.5390